# 1
Below is a cluster of 9 separate species, C36H57Cl2NO19PS in total, with properties calculated with the ωB97M-V functional and the def2-TZVPD basis.

Summary:
* max |F|: 0.017 Eh/bohr
* total charge: -1
* LUMO: 1.85 eV
* HOMO energy: -3.210 eV
* Kohn-Sham gap: 5.06 eV
* energy: -4550.3834 Ha

Geometry (Å):
O 1.0419 -1.5542 -2.2644
S 1.6805 -0.3463 -2.6796
O 2.2643 -0.3105 -3.9886
Cl 0.2718 1.1248 -2.6417
C 2.8481 0.2464 -1.4867
C 4.2573 -0.3273 -1.7370
C 4.7767 -1.2740 -0.6347
C 3.7905 -2.3430 -0.1246
N 3.9742 -2.7206 1.2875
P 3.6649 -1.5231 2.2906
O 2.1235 -1.7445 2.9441
Cl 4.8518 -2.0872 4.0117
H 2.4720 -0.0093 -0.4963
H 2.8166 1.3315 -1.5692
H 4.3211 -0.8166 -2.7081
H 4.9339 0.5237 -1.7741
H 5.6383 -1.7937 -1.0588
H 5.1630 -0.6753 0.1874
H 2.7559 -2.0341 -0.3108
H 3.9519 -3.2536 -0.7064
H 1.6537 -0.9247 2.7233
O 7.2948 0.8574 -2.7052
C 7.0431 1.3660 -3.7533
O 7.9997 1.6305 -4.6878
C 7.4266 2.3307 -5.8004
C 5.9371 2.0031 -5.7632
C 5.6919 1.8364 -4.2658
H 7.6165 3.3993 -5.6693
H 7.9230 1.9945 -6.7081
H 5.3219 2.7652 -6.2374
H 5.7540 1.0559 -6.2720
H 5.4543 2.7821 -3.7747
H 4.9219 1.1072 -4.0277
O 1.8180 3.4943 -1.3452
C 1.2682 4.3570 -0.7182
O 1.8502 5.5606 -0.4979
C 1.0067 6.3641 0.3554
C -0.3940 5.7888 0.1883
C -0.0930 4.3142 -0.0709
H 1.3748 6.2724 1.3779
H 1.0923 7.4011 0.0347
H -1.0313 5.9671 1.0528
H -0.8685 6.2221 -0.6889
H -0.0072 3.7482 0.8545
H -0.8113 3.8457 -0.7401
O -0.1368 -0.5111 3.9785
C -0.7607 -1.5255 4.0985
O -1.9363 -1.7157 3.4623
C -2.5082 -2.9884 3.8314
C -1.3271 -3.8214 4.3141
C -0.4104 -2.7528 4.9139
H -3.2530 -2.8263 4.6048
H -2.9930 -3.4223 2.9593
H -1.6200 -4.6115 5.0032
H -0.8293 -4.2817 3.4598
H -0.6365 -2.5441 5.9624
H 0.6499 -2.9677 4.8042
O 0.9483 3.8563 2.7270
C 1.7478 3.2394 3.3848
O 2.7171 2.5185 2.8208
C 3.4660 1.7935 3.8240
C 3.2317 2.5676 5.1162
C 1.8212 3.1169 4.8946
H 3.0850 0.7743 3.8608
H 4.5070 1.7553 3.5189
H 3.3390 1.9458 6.0018
H 3.9408 3.3948 5.1924
H 1.0495 2.4114 5.2084
H 1.6425 4.0820 5.3623
O -2.0800 -5.0326 0.7778
C -2.1379 -4.1339 -0.0162
O -1.0566 -3.6233 -0.6200
C -1.4114 -2.4850 -1.4331
C -2.8975 -2.6738 -1.7327
C -3.3795 -3.3839 -0.4669
H -1.2004 -1.5801 -0.8625
H -0.7791 -2.4860 -2.3154
H -3.4120 -1.7394 -1.9461
H -3.0250 -3.3255 -2.5931
H -3.6588 -2.6826 0.3220
H -4.1976 -4.0797 -0.6385
O -5.0497 -3.8997 5.1630
C -5.6479 -3.2878 5.9957
O -5.1749 -2.1282 6.5132
C -6.0314 -1.6563 7.5632
C -7.3839 -2.3118 7.2999
C -6.9679 -3.6360 6.6610
H -5.6024 -1.9632 8.5198
H -6.0571 -0.5705 7.5216
H -7.9877 -2.4155 8.1989
H -7.9475 -1.7173 6.5799
H -6.7778 -4.4134 7.4028
H -7.6730 -4.0084 5.9235
O -0.9771 6.0916 -2.8293
C -0.1781 6.2030 -3.7143
O -0.3274 7.1079 -4.7140
C 0.7142 6.9380 -5.6923
C 1.8479 6.2355 -4.9524
C 1.0803 5.3962 -3.9329
H 0.3178 6.3348 -6.5122
H 0.9838 7.9195 -6.0755
H 2.4982 5.6604 -5.6080
H 2.4595 6.9745 -4.4327
H 0.7977 4.4192 -4.3293
H 1.6147 5.2658 -3.0000
O -4.7171 -3.4461 -4.2477
C -5.3757 -4.4401 -4.2017
O -6.5518 -4.5680 -4.8675
C -7.1734 -5.8223 -4.5476
C -6.0407 -6.7221 -4.0636
C -5.0973 -5.7105 -3.4167
H -7.9211 -5.6465 -3.7708
H -7.6729 -6.1933 -5.4393
H -6.3796 -7.5109 -3.3956
H -5.5495 -7.1895 -4.9178
H -5.3448 -5.5248 -2.3701
H -4.0472 -5.9783 -3.4928

---

# 2
Below is a structure of composition C18H40P2SiV in a non-equilibrium geometry, with properties calculated with the ωB97M-V functional and the def2-TZVPD basis.

Summary:
* max |F|: 0.073 Eh/bohr
* total charge: +2
* LUMO (spin up / spin down): -6.39 / -6.17 eV
* HOMO energy (spin up / spin down): -12.888 / -12.885 eV
* Kohn-Sham gap (spin up / spin down): 6.50 / 6.71 eV
* ⟨S²⟩: 0.768
* spin multiplicity: 2
* energy: -2625.2770 Ha

Geometry (Å):
P 3.0547 0.2255 -0.9463
P -0.4107 -0.0555 -2.9495
C 2.5598 -0.1441 -2.7118
C 1.3050 0.5680 -3.3020
H 2.4879 -1.2440 -2.8119
H 3.4520 0.1928 -3.2701
H 1.3420 1.6626 -3.1182
H 1.3873 0.4508 -4.4007
C -0.4623 -1.7457 -3.5252
H -1.3568 -2.2363 -3.1277
H 0.4174 -2.3350 -3.2423
H -0.5336 -1.7286 -4.6198
C -1.4045 0.9064 -4.1026
H -1.2600 0.4871 -5.1126
H -1.1017 1.9653 -4.0963
H -2.4578 0.8196 -3.8176
C 4.6288 -0.6985 -0.9346
H 5.0274 -0.7119 0.0888
H 5.3242 -0.1552 -1.6031
H 4.4681 -1.7193 -1.3035
C 3.6906 1.9157 -1.2533
H 2.9675 2.5493 -1.7835
H 4.5926 1.7772 -1.8735
H 3.9689 2.3755 -0.2930
V -1.1890 0.2987 1.3290
C -1.2393 0.0665 -1.3963
C -0.9204 -1.1220 -0.4808
C 0.4988 -1.5555 -0.4117
C 1.3041 -1.5540 0.9126
C 1.7891 -0.2399 1.5057
C 1.4902 1.0302 1.0302
C 0.6024 1.4741 -0.1864
C -0.9154 1.3560 -0.5717
C -0.9559 0.5697 3.7521
H -2.2980 0.0962 -1.6804
H -1.6817 -1.9230 -0.5144
H 1.0689 -0.9617 -1.1528
H 0.5992 -2.5724 -0.8419
H 0.7002 -2.1030 1.6718
H 2.1878 -2.2022 0.7220
H 1.9928 -0.3223 2.5810
H 1.8136 1.8847 1.6420
H 1.0749 1.0825 -1.1088
H 0.8421 2.5489 -0.2872
H -1.6760 1.5513 0.2757
H -1.1093 2.2400 -1.2015
H -1.1079 1.2318 4.6263
H -0.5079 1.2343 2.9698
H -0.2162 -0.1885 4.0585
C -3.9307 1.2500 3.9632
Si -2.7083 -0.1381 3.6218
C -2.9921 -1.4552 4.9253
C -2.9908 -0.8936 1.9226
H -3.5128 1.9564 4.6944
H -4.8666 0.8425 4.3713
H -4.1599 1.8053 3.0439
H -4.0411 -1.4514 5.2506
H -2.7669 -2.4540 4.5308
H -2.3669 -1.2923 5.8108
H -4.0751 -1.0702 1.9699
H -2.9178 -0.2726 0.9893
H -2.5052 -1.8686 1.7739

---

> total charge of number 2 (C18H40P2SiV)?

+2